# CFN3O2

A structure of composition CFN3O2 at a distorted geometry (ωB97M-V/def2-TZVPD, the OMol25 dataset).

```
7
Properties=species:S:1:pos:R:3
F -0.02 -1.94 -0.39
O 0.27 1.32 -0.24
O 0.39 0.02 -2.07
N -1.06 0.72 2.22
N 0.34 0.22 -0.90
N 0.47 -0.78 0.04
C -0.40 0.44 1.34
```

For the HOMO energy, the calculation gives -11.3 eV. As for the largest force on an atom: 0.1102 Eh/bohr. The value obtained for the energy relative to the best compared isomer or geometry (same formula, charge and spin) is 4.889 eV. Its net charge is 0.